# 1
ORCA calculation (ωB97M-V/def2-TZVPD) on a 13-piece molecular cluster, C52H100F18O26 overall at a distorted geometry.

Last column: Löwdin charge in e.
Geometry (Å):
C: 2.97 -8.35 -1.93  -0.16
O: 3.64 -8.26 -0.73  -0.18
C: 3.17 -9.28 0.20  -0.16
C: 3.86 -9.25 1.61  -0.20
O: 5.29 -9.11 1.55  -0.19
C: 5.92 -9.41 2.81  -0.08
H: 1.88 -8.26 -1.84  0.08
H: 3.09 -9.32 -2.42  0.08
H: 3.33 -7.57 -2.60  0.09
H: 3.20 -10.26 -0.27  0.12
H: 2.12 -9.06 0.36  0.11
H: 3.50 -10.15 2.10  0.12
H: 3.40 -8.43 2.14  0.11
H: 7.00 -9.37 2.79  0.09
H: 5.50 -10.37 3.14  0.08
H: 5.60 -8.60 3.47  0.08
C: -0.02 -2.35 -1.15  -0.10
O: -0.52 -1.68 0.00  -0.17
C: -0.85 -0.34 -0.24  -0.21
C: -1.12 0.58 0.99  -0.21
O: -1.81 1.74 0.59  -0.17
C: -2.00 2.67 1.64  -0.11
H: -0.79 -2.49 -1.91  0.08
H: 0.38 -3.29 -0.78  0.09
H: 0.74 -1.82 -1.72  0.08
H: -1.74 -0.18 -0.85  0.12
H: -0.06 0.11 -0.84  0.11
H: -0.22 0.78 1.56  0.12
H: -1.68 -0.04 1.69  0.12
H: -2.72 3.44 1.36  0.08
H: -1.10 3.26 1.80  0.08
H: -2.41 2.34 2.60  0.09
C: -2.10 9.84 0.63  -0.14
O: -1.09 8.89 0.57  -0.16
C: -1.22 8.03 -0.58  -0.19
C: -0.84 8.68 -1.89  -0.18
O: 0.53 9.03 -2.25  -0.19
C: 1.44 7.91 -2.25  -0.10
H: -2.52 10.26 -0.29  0.08
H: -1.88 10.77 1.16  0.08
H: -2.96 9.42 1.14  0.09
H: -2.22 7.64 -0.75  0.12
H: -0.59 7.19 -0.30  0.12
H: -1.42 9.58 -2.08  0.12
H: -1.13 7.87 -2.56  0.11
H: 1.81 7.57 -1.28  0.08
H: 2.27 8.21 -2.89  0.09
H: 0.88 7.11 -2.75  0.08
C: 7.79 1.54 -1.33  -0.12
O: 7.40 1.32 -2.64  -0.17
C: 6.81 0.11 -2.92  -0.22
C: 5.57 -0.38 -2.14  -0.14
O: 6.03 -0.90 -0.84  -0.22
C: 5.02 -1.23 0.09  -0.12
H: 8.01 0.62 -0.79  0.08
H: 6.90 1.62 -0.71  0.07
H: 8.46 2.38 -1.15  0.10
H: 7.66 -0.57 -2.89  0.13
H: 6.58 0.15 -3.98  0.13
H: 4.91 -1.12 -2.59  0.12
H: 4.83 0.40 -1.94  0.12
H: 5.39 -1.58 1.05  0.09
H: 4.54 -2.13 -0.31  0.08
H: 4.23 -0.49 0.23  0.08
C: 3.78 3.97 1.54  -0.12
O: 4.17 3.53 2.80  -0.16
C: 5.31 4.15 3.21  -0.23
C: 5.55 4.03 4.74  -0.24
O: 4.55 4.57 5.49  -0.17
C: 4.82 4.80 6.91  -0.07
H: 2.72 3.74 1.41  0.08
H: 4.25 3.37 0.76  0.08
H: 3.89 5.04 1.38  0.09
H: 5.39 5.20 2.93  0.12
H: 6.09 3.65 2.64  0.13
H: 6.45 4.63 4.84  0.12
H: 5.74 2.99 5.00  0.13
H: 5.50 5.58 7.24  0.08
H: 5.33 3.90 7.26  0.08
H: 3.91 4.87 7.49  0.08
C: -2.37 -12.24 0.44  -0.14
O: -2.83 -10.95 0.19  -0.20
C: -4.30 -10.91 0.09  -0.16
C: -4.92 -9.50 0.39  -0.18
O: -4.51 -8.52 -0.57  -0.19
C: -3.09 -8.15 -0.62  -0.09
H: -3.00 -12.97 -0.07  0.08
H: -2.16 -12.59 1.45  0.09
H: -1.50 -12.33 -0.22  0.09
H: -4.78 -11.52 0.85  0.11
H: -4.64 -11.33 -0.86  0.12
H: -4.65 -9.13 1.38  0.12
H: -6.00 -9.64 0.38  0.12
H: -2.49 -8.74 -1.31  0.07
H: -2.52 -8.21 0.31  0.08
H: -2.96 -7.11 -0.92  0.08
C: 2.05 -4.64 -6.31  -0.13
O: 0.78 -5.08 -5.91  -0.18
C: 0.23 -5.97 -6.86  -0.20
C: -0.84 -6.83 -6.17  -0.18
O: -1.05 -8.10 -6.82  -0.16
C: -2.04 -8.86 -6.20  -0.14
H: 1.92 -3.87 -7.07  0.09
H: 2.60 -5.43 -6.81  0.08
H: 2.68 -4.28 -5.50  0.09
H: 1.02 -6.63 -7.21  0.12
H: -0.16 -5.46 -7.74  0.13
H: -1.66 -6.11 -6.19  0.12
H: -0.65 -6.92 -5.10  0.12
H: -2.92 -8.25 -6.05  0.08
H: -1.88 -9.07 -5.14  0.08
H: -2.32 -9.79 -6.69  0.09
C: -3.05 -0.60 -6.32  -0.04
C: -1.75 -1.47 -6.22  -0.20
O: -0.60 -0.75 -5.77  -0.02
C: -0.04 0.34 -6.46  -0.26
O: -0.43 0.65 -7.61  0.12
C: 1.11 0.95 -5.72  -0.68
F: 1.48 2.09 -6.20  0.22
F: 0.83 1.04 -4.47  0.22
F: 2.14 0.14 -5.81  0.19
H: -3.10 -0.21 -7.34  0.07
H: -2.91 0.29 -5.70  0.07
H: -3.83 -1.27 -5.95  0.08
H: -1.55 -2.02 -7.14  0.12
H: -1.91 -2.22 -5.45  0.11
C: 1.58 -4.18 4.24  -0.07
C: 0.11 -4.39 3.79  -0.18
O: -0.73 -3.59 4.61  0.00
C: -0.97 -3.78 5.94  -0.36
O: -0.58 -4.74 6.53  0.18
C: -1.90 -2.78 6.59  -0.43
F: -1.35 -2.12 7.66  0.13
F: -2.39 -1.85 5.65  0.10
F: -2.92 -3.49 7.08  0.16
H: 2.34 -4.37 3.48  0.07
H: 1.89 -4.77 5.10  0.07
H: 1.85 -3.15 4.48  0.08
H: -0.13 -5.46 3.82  0.13
H: 0.03 -3.98 2.79  0.12
C: -3.09 4.28 -3.16  -0.06
C: -3.83 5.09 -4.21  -0.23
O: -4.58 6.02 -3.43  -0.02
C: -5.77 6.62 -3.90  -0.26
O: -6.20 6.45 -5.05  0.13
C: -6.57 7.32 -2.84  -0.59
F: -7.71 7.69 -3.42  0.18
F: -6.82 6.64 -1.77  0.23
F: -5.85 8.41 -2.44  0.14
H: -2.56 3.42 -3.57  0.08
H: -3.76 3.82 -2.44  0.08
H: -2.50 4.99 -2.58  0.07
H: -4.48 4.48 -4.83  0.12
H: -3.13 5.54 -4.91  0.13
C: -8.73 0.99 -5.60  -0.05
C: -8.52 2.43 -5.07  -0.14
O: -8.79 2.47 -3.61  0.02
C: -7.89 2.03 -2.75  -0.41
O: -6.91 1.43 -3.05  0.15
C: -8.19 2.53 -1.26  -0.54
F: -8.54 1.46 -0.51  0.14
F: -7.09 3.05 -0.85  0.22
F: -9.27 3.35 -1.19  0.15
H: -8.59 0.18 -4.87  0.08
H: -8.01 0.81 -6.40  0.08
H: -9.76 0.99 -5.95  0.07
H: -9.28 3.12 -5.43  0.12
H: -7.52 2.75 -5.34  0.12
C: 1.19 7.55 3.96  -0.05
C: 2.30 8.61 4.18  -0.26
O: 2.33 9.74 3.39  0.01
C: 1.60 10.88 3.85  -0.28
O: 1.02 10.92 4.90  0.17
C: 1.65 12.04 2.81  -0.53
F: 0.42 12.45 2.62  0.18
F: 2.34 13.05 3.36  0.16
F: 2.09 11.63 1.58  0.15
H: 0.18 7.95 3.85  0.07
H: 1.17 6.79 4.74  0.08
H: 1.34 7.06 2.99  0.06
H: 3.17 7.98 4.03  0.12
H: 2.33 8.87 5.24  0.12
C: 1.44 0.83 10.83  -0.07
C: 2.54 0.98 9.87  -0.21
O: 2.21 0.86 8.44  -0.01
C: 1.41 1.83 7.84  -0.31
O: 1.00 2.86 8.34  0.14
C: 1.04 1.45 6.37  -0.59
F: 1.70 0.40 5.95  0.18
F: -0.22 1.17 6.24  0.20
F: 1.38 2.50 5.59  0.15
H: 0.62 1.55 10.69  0.09
H: 1.93 1.02 11.78  0.09
H: 1.05 -0.18 10.89  0.09
H: 3.35 0.26 9.93  0.13
H: 3.00 1.97 9.87  0.12

Properties
ΔE to the lowest compared entry with this formula, charge and spin, kJ/mol: 476.4
Charge: 0
HOMO, eV: -9.44



# 2
ORCA calculation (ωB97M-V/def2-TZVPD) on a 12-piece molecular cluster, C52H100F21N7O17 overall at a distorted geometry.

Last column: Löwdin charge in e.
Geometry (Å):
C: 14.42 11.04 18.44  -0.04
C: 15.23 11.66 17.34  -0.26
C: 15.47 13.20 17.52  -0.16
O: 16.27 13.53 18.67  -0.16
C: 16.45 14.92 18.85  -0.08
N: 16.64 10.99 17.28  0.24
H: 16.70 10.11 16.78  0.15
H: 17.25 11.65 16.81  0.09
H: 17.12 10.79 18.15  0.16
H: 14.34 9.96 18.35  0.08
H: 13.42 11.47 18.43  0.08
H: 14.89 11.13 19.43  0.09
H: 14.89 11.51 16.31  0.14
H: 14.47 13.61 17.58  0.11
H: 15.87 13.62 16.59  0.10
H: 15.51 15.42 19.05  0.07
H: 16.87 15.50 18.03  0.08
H: 17.06 15.07 19.74  0.09
C: 9.23 13.72 9.63  -0.06
C: 10.18 13.71 10.79  -0.28
C: 11.75 13.71 10.46  -0.16
O: 12.24 14.97 10.08  -0.16
C: 13.28 14.78 9.19  -0.12
N: 9.81 14.89 11.68  0.26
H: 8.82 14.91 11.84  0.16
H: 10.20 14.69 12.59  0.10
H: 10.20 15.76 11.34  0.12
H: 9.56 14.54 8.99  0.10
H: 8.15 13.79 9.80  0.09
H: 9.33 12.82 9.03  0.08
H: 9.96 12.81 11.36  0.14
H: 11.67 13.02 9.62  0.12
H: 12.24 13.26 11.32  0.13
H: 13.82 13.85 9.37  0.09
H: 14.02 15.57 9.32  0.09
H: 13.01 14.82 8.14  0.09
C: 21.24 19.99 16.40  -0.04
C: 22.33 18.92 16.30  -0.21
C: 22.09 17.77 15.24  -0.17
O: 23.20 16.95 15.23  -0.19
C: 23.09 15.85 14.36  -0.07
N: 23.51 19.77 15.73  0.21
H: 24.38 19.25 15.67  0.15
H: 23.23 20.19 14.86  0.06
H: 23.63 20.60 16.30  0.14
H: 20.37 19.53 16.86  0.08
H: 20.96 20.41 15.43  0.08
H: 21.55 20.88 16.95  0.09
H: 22.57 18.61 17.32  0.13
H: 21.92 18.10 14.21  0.12
H: 21.27 17.15 15.58  0.12
H: 23.98 15.22 14.41  0.10
H: 22.96 16.19 13.33  0.09
H: 22.18 15.28 14.51  0.06
C: 10.33 22.15 15.67  -0.07
C: 11.67 21.58 15.25  -0.19
N: 11.79 20.25 15.74  -0.05
C: 10.98 19.15 15.39  0.00
C: 11.57 17.99 15.80  -0.04
N: 12.77 18.25 16.36  -0.04
C: 12.91 19.67 16.35  0.09
C: 13.67 17.28 17.05  0.03
H: 9.42 21.74 15.23  0.08
H: 10.29 23.22 15.50  0.07
H: 10.20 22.08 16.75  0.08
H: 12.57 22.04 15.67  0.12
H: 11.98 21.67 14.21  0.13
H: 10.09 19.32 14.80  0.12
H: 11.29 16.96 15.70  0.12
H: 13.84 20.14 16.64  0.12
H: 13.84 17.61 18.07  0.10
H: 14.59 17.18 16.47  0.08
H: 13.25 16.28 17.09  0.07
C: 16.23 14.31 11.59  -0.05
C: 15.56 14.51 12.99  -0.13
N: 16.19 15.65 13.70  -0.04
C: 15.89 16.98 13.47  -0.01
C: 16.57 17.73 14.41  0.00
N: 17.29 16.83 15.23  -0.02
C: 17.02 15.57 14.82  0.01
C: 18.35 17.16 16.30  0.05
H: 17.32 14.37 11.59  0.07
H: 15.90 15.02 10.84  0.06
H: 15.89 13.39 11.10  0.07
H: 15.74 13.67 13.66  0.11
H: 14.48 14.62 12.89  0.10
H: 15.26 17.23 12.62  0.12
H: 16.61 18.80 14.50  0.10
H: 17.31 14.67 15.35  0.11
H: 17.93 17.87 17.02  0.09
H: 19.14 17.72 15.82  0.06
H: 18.86 16.33 16.78  0.08
C: 10.81 18.59 11.72  -0.43
O: 10.60 18.59 10.29  -0.16
O: 9.60 18.13 12.32  -0.28
C: 12.25 17.91 12.16  -0.57
F: 13.16 17.86 11.11  0.07
F: 12.87 18.52 13.10  0.17
F: 12.20 16.68 12.64  0.12
C: 11.29 19.64 9.53  -0.23
C: 11.08 19.09 8.11  -0.08
H: 11.42 19.90 7.46  0.06
H: 11.60 18.15 7.91  0.07
H: 10.00 18.96 8.06  0.07
H: 12.35 19.79 9.74  0.11
H: 10.65 20.50 9.72  0.11
H: 10.95 19.62 12.05  0.11
C: 19.08 12.36 14.11  -0.38
O: 19.30 10.92 13.94  -0.11
O: 18.40 12.67 15.31  -0.26
C: 20.33 13.25 13.77  -0.58
F: 21.45 13.00 14.53  0.11
F: 20.65 13.21 12.54  0.20
F: 20.04 14.56 13.92  0.11
C: 18.18 10.14 13.54  -0.28
C: 18.72 8.75 13.20  -0.08
H: 17.88 8.15 12.83  0.06
H: 19.39 8.63 12.35  0.08
H: 19.14 8.31 14.11  0.07
H: 17.80 10.56 12.61  0.11
H: 17.43 10.18 14.33  0.09
H: 18.46 12.66 13.26  0.11
C: 22.13 21.10 12.27  -0.37
O: 20.94 20.49 12.88  -0.14
O: 23.24 20.70 13.07  -0.28
C: 22.22 20.76 10.71  -0.62
F: 21.40 19.76 10.33  0.11
F: 21.76 21.78 10.04  0.15
F: 23.40 20.41 10.28  0.17
C: 19.68 21.24 12.88  -0.22
C: 18.58 20.28 13.33  -0.09
H: 17.83 19.82 12.70  0.07
H: 19.09 19.41 13.75  0.06
H: 18.11 20.59 14.27  0.05
H: 19.41 21.40 11.84  0.11
H: 19.61 22.14 13.49  0.11
H: 22.13 22.19 12.27  0.12
C: 16.35 21.37 17.60  -0.44
O: 15.14 22.14 17.57  -0.14
O: 16.22 20.38 16.60  -0.26
C: 17.58 22.29 17.55  -0.52
F: 18.68 21.73 16.92  0.09
F: 17.37 23.57 17.22  0.14
F: 18.10 22.37 18.78  0.11
C: 14.87 22.95 18.69  -0.27
C: 13.62 23.77 18.22  -0.07
H: 12.84 23.12 17.84  0.05
H: 13.25 24.46 18.97  0.06
H: 13.96 24.39 17.39  0.07
H: 15.63 23.70 18.92  0.11
H: 14.66 22.38 19.60  0.11
H: 16.18 20.87 18.55  0.14
C: 20.36 17.03 19.66  -0.44
O: 21.43 16.75 20.58  -0.14
O: 19.90 15.87 19.00  -0.25
C: 19.33 17.90 20.53  -0.49
F: 18.28 17.13 20.95  0.09
F: 19.93 18.46 21.61  0.10
F: 18.86 18.97 19.83  0.09
C: 22.81 16.95 20.28  -0.26
C: 23.51 16.86 21.64  -0.09
H: 23.62 15.82 21.92  0.07
H: 24.46 17.39 21.76  0.06
H: 22.86 17.34 22.37  0.07
H: 23.07 17.92 19.84  0.10
H: 23.15 16.12 19.66  0.11
H: 20.83 17.73 18.97  0.11
C: 22.00 15.12 8.86  -0.44
O: 21.49 16.10 9.77  -0.09
O: 22.37 15.74 7.62  -0.32
C: 23.10 14.13 9.46  -0.60
F: 22.58 13.35 10.35  0.15
F: 23.72 13.33 8.50  0.06
F: 24.06 14.77 10.08  0.15
C: 20.82 15.74 10.96  -0.32
C: 20.25 16.94 11.61  -0.08
H: 21.06 17.52 12.05  0.06
H: 19.79 17.55 10.83  0.09
H: 19.65 16.68 12.48  0.06
H: 21.42 15.18 11.68  0.09
H: 19.97 15.12 10.68  0.10
H: 21.10 14.54 8.67  0.11
C: 10.58 13.86 15.75  -0.42
O: 11.04 14.53 16.93  -0.14
O: 10.17 14.85 14.83  -0.23
C: 11.71 12.85 15.22  -0.54
F: 11.12 11.79 14.70  0.13
F: 12.63 13.23 14.28  0.09
F: 12.51 12.38 16.21  0.10
C: 10.86 14.02 18.29  -0.23
C: 11.68 14.84 19.32  -0.07
H: 11.59 15.93 19.24  0.06
H: 11.46 14.71 20.37  0.07
H: 12.75 14.67 19.18  0.05
H: 11.23 13.01 18.43  0.09
H: 9.79 13.92 18.50  0.11
H: 9.86 13.18 16.21  0.13

Properties
Charge: -2
HOMO, eV: -1.37



no.,orbital gap (eV),M (g mol⁻¹),energy (a.u.)
1,9.49,1483.3,-5794.66775
2,3.67,1494.4,-5800.43989